Molecular formula: C12H16O2S
Method: DFT, ωB97M-V/def2-TZVPD

Element x y z (Å)
C -0.436 -1.212 -4.122
C -0.087 -0.552 -2.961
C -1.769 -1.152 -4.171
C -1.212 -0.133 -2.271
C -1.194 -0.547 2.407
C -1.423 0.537 -1.079
C 0.196 -0.705 1.724
C -0.337 0.982 -0.090
C 1.085 0.056 2.632
C 0.658 -2.207 1.637
C -1.000 1.876 0.901
C 0.947 1.519 -0.633
O -2.222 -0.458 -3.114
O 0.096 -0.323 0.384
S -2.133 -1.605 3.098
H 0.285 -1.639 -4.907
H 0.915 -0.196 -2.873
H -2.431 -1.710 -4.888
H -2.379 0.849 -0.853
H 2.119 -0.193 2.498
H 0.772 -0.120 3.665
H 1.052 1.110 2.559
H -0.232 -2.792 1.477
H 1.174 -2.397 2.547
H 1.388 -2.325 0.810
H -1.919 1.414 1.196
H -1.238 2.788 0.397
H -0.310 1.894 1.800
H 1.625 1.664 0.185
H 0.815 2.558 -1.005
H 1.335 0.900 -1.429

Properties
**Relative energy (zero: lowest compared OMol25 entry of this formula, charge and spin)**: 4.531 eV
**LUMO (alpha / beta)**: -0.37 / -0.32 eV
**Net charge**: 0
**HOMO (alpha / beta)**: -0.25725 / -0.27971 Ha

Molecular formula: C16H20F12O8
Method: DFT, ωB97M-V/def2-TZVPD

Element x y z (Å)
C -2.177 -4.740 0.261
C -2.122 -3.343 -0.271
O -3.156 -2.458 0.128
C -2.976 -1.526 1.049
O -1.890 -1.330 1.677
C -4.240 -0.612 1.274
F -5.356 -1.182 0.895
F -4.312 -0.478 2.602
F -4.093 0.591 0.774
H -2.368 -4.824 1.331
H -1.357 -5.343 -0.129
H -3.018 -5.245 -0.214
H -2.256 -3.474 -1.345
H -1.122 -2.944 -0.105
C 1.065 -2.245 2.495
C 2.256 -1.313 2.300
O 1.866 0.039 2.528
C 2.864 0.901 2.712
O 4.083 0.698 2.589
C 2.340 2.351 2.958
F 1.092 2.234 3.388
F 3.094 3.131 3.794
F 2.378 2.936 1.745
H 0.762 -2.197 3.541
H 1.332 -3.291 2.346
H 0.209 -1.963 1.881
H 2.709 -1.376 1.311
H 3.114 -1.612 2.902
C 0.464 0.758 1.000
C -0.667 -0.134 0.425
O -0.401 -0.175 -1.050
C -1.165 -0.851 -1.958
O -2.119 -1.600 -1.619
C -0.907 -0.622 -3.494
F -0.520 -1.754 -4.074
F -2.089 -0.314 -4.070
F -0.035 0.365 -3.691
H 1.298 0.843 0.304
H 0.852 0.300 1.910
H 0.162 1.785 1.204
H -1.672 0.257 0.580
H -0.544 -1.121 0.871
C 1.627 2.084 -4.460
C 2.093 2.375 -2.998
O 1.134 3.035 -2.221
C 1.365 3.210 -0.861
O 2.385 2.847 -0.277
C 0.242 4.022 -0.129
F -0.366 4.836 -1.027
F -0.663 3.216 0.455
F 0.767 4.823 0.876
H 1.489 1.006 -4.546
H 2.431 2.422 -5.114
H 0.751 2.560 -4.898
H 2.964 3.030 -2.964
H 2.402 1.410 -2.595

Properties
**Relative energy (zero: lowest compared OMol25 entry of this formula, charge and spin)**: 8.888 eV
**LUMO**: 0.31 eV
**Net charge**: 0
**HOMO**: -0.35405 Ha

Molecular formula: C4H5NO2
Method: DFT, ωB97M-V/def2-TZVPD

Element x y z (Å)
C -1.769 0.461 0.221
C -0.406 -0.112 0.041
C -0.233 -1.433 -0.153
O 1.561 -1.340 -0.331
C 1.727 -0.078 -0.080
O 2.923 0.515 0.009
N 0.677 0.690 0.121
H -1.827 0.882 1.227
H -1.898 1.254 -0.518
H -2.562 -0.283 0.102
H -0.882 -2.005 -0.846
H 2.690 1.448 0.207

Properties
**Relative energy (zero: lowest compared OMol25 entry of this formula, charge and spin)**: 2.146 eV
**LUMO**: 0.64 eV
**Net charge**: 0
**HOMO**: -0.33797 Ha

Computed energy, in the same sequence as the records: -27628.0350, -65898.9578, -9812.1689 eV.